16
Properties=species:S:1:pos:R:3:forces:R:3 method="wB97M-V/def2-TZVPD" max_force_ev_per_a=3.86 total_energy_ev=-7259.986 homo_ev="-21.000 / -20.979" relative_energy_kcal_mol=22.6 orbital_gap_ev="13.429 / 7.414" total_charge=+2 s2=0.7539 spin_multiplicity=2
C -0.818843 -1.323722 0.096413 1.22 0.12 -0.58
H -2.170844 0.042059 -0.667461 -0.24 0.32 0.05
H -0.901617 -2.074265 -0.688681 0.06 -0.02 0.10
N 0.585943 -1.305834 0.673091 0.67 1.48 0.22
N -0.798371 1.148264 0.456113 -1.62 1.47 -3.19
H 1.230341 -0.638044 0.214265 -0.05 -0.35 -0.73
H 1.118431 -2.176072 0.782391 -0.50 -0.25 0.14
H -0.667357 0.373595 -1.499792 0.71 -0.51 0.26
O 1.783183 1.443836 -0.453209 -0.19 -0.19 -0.41
H 1.906954 1.232902 -1.390687 0.03 0.05 -0.05
H -0.065645 1.826232 0.128081 0.60 -0.75 0.87
H 0.520384 -0.793321 1.560633 0.12 -0.90 0.53
H -1.453692 -1.587963 0.945788 -0.28 0.30 -0.39
H -1.667256 1.656232 0.681295 0.25 -0.24 1.22
H 2.488942 2.090621 -0.305357 0.04 0.04 0.36
C -1.090556 0.085483 -0.532879 -0.83 -0.58 1.61